[1]
C34H32ClNO4 | ωB97M-V/def2-TZVPD

**Lowest unoccupied orbital energy**: -2.591 eV
**HOMO energy**: -5.187 eV

Positions of all 72 atoms, in Å:
Cl: -3.490 6.179 0.825
O: 2.826 1.114 2.474
O: -0.538 1.590 -6.213
O: 5.045 1.341 1.924
O: -2.490 -5.453 0.351
N: 2.525 3.325 0.659
C: -1.851 5.753 0.567
C: 3.711 1.580 1.780
C: 4.858 -1.039 -1.317
C: -3.866 -5.093 0.624
C: -0.097 0.824 -5.182
C: 6.618 -2.057 0.037
C: 1.146 0.495 -3.118
C: 6.979 0.251 2.821
C: 7.203 -0.391 -1.622
C: -0.117 2.969 -6.298
C: -1.159 5.050 1.567
C: -1.217 6.075 -0.651
C: 2.153 4.378 -0.014
C: 0.791 1.301 -4.191
C: 2.418 -1.662 -1.331
C: 0.175 -2.763 -1.496
C: -0.161 -1.315 -4.046
C: 0.113 5.700 -0.858
C: 7.589 -1.266 -0.594
C: -1.235 -2.559 -1.557
C: 0.600 -3.990 -0.919
C: -0.554 -0.520 -5.100
C: 5.474 0.345 2.912
C: -1.688 -4.613 -0.355
C: 1.129 -1.735 -1.938
C: -0.298 -4.912 -0.412
C: 3.476 -0.851 -1.693
C: 5.270 -1.938 -0.307
C: 0.718 -0.848 -3.020
C: 0.803 4.923 0.121
C: 5.864 -0.279 -1.969
C: -2.152 -3.423 -0.969
C: 0.143 4.613 1.322
C: 3.510 2.501 0.631
H: 8.638 -1.328 -0.288
H: 7.964 0.187 -2.151
H: 2.846 4.905 -0.694
H: 4.359 2.520 -0.083
H: 7.423 1.079 3.384
H: 0.977 3.070 -6.362
H: 3.342 -0.053 -2.422
H: 5.172 0.685 3.918
H: 4.524 -2.556 0.192
H: -3.219 -3.175 -0.961
H: 5.565 0.381 -2.783
H: -1.780 6.619 -1.411
H: 1.668 -4.208 -0.897
H: 5.011 -0.630 2.689
H: 1.761 0.936 -2.333
H: -1.198 -0.923 -5.880
H: 0.055 -5.854 0.006
H: 7.346 0.298 1.792
H: -4.442 -4.916 -0.297
H: 2.574 -2.349 -0.496
H: -0.486 3.568 -5.451
H: -1.631 4.820 2.518
H: 6.929 -2.778 0.800
H: -1.639 -1.672 -2.049
H: -3.940 -4.206 1.275
H: -0.573 3.325 -7.222
H: -4.255 -5.969 1.146
H: 1.227 2.298 -4.284
H: -0.532 -2.341 -3.997
H: 0.627 6.003 -1.776
H: 7.337 -0.686 3.258
H: 0.677 4.032 2.073

---

[2]
C2H5N5O | ωB97M-V/def2-TZVPD

**Structure (SMILES)**: [H]/N=c1/ncn(N)n1O
**Lowest unoccupied orbital energy**: 0.332 eV
**HOMO energy**: -8.731 eV

Positions of all 13 atoms, in Å:
O: 0.433 1.685 -0.590
N: 2.690 0.001 0.119
N: -1.934 0.321 0.359
N: -0.725 -0.104 -0.204
N: 0.861 -1.633 -0.146
N: 0.440 0.575 0.148
C: 1.520 -0.363 0.115
C: -0.391 -1.418 -0.470
H: -2.299 -0.379 0.985
H: 2.754 0.910 0.476
H: 0.206 2.253 0.124
H: -1.094 -2.170 -0.442
H: -2.463 0.323 -0.475

---

[3]
C2H5N5S | ωB97M-V/def2-TZVPD

**Structure (SMILES)**: N=C1NNC(=S)NN1
**Lowest unoccupied orbital energy**: 0.718 eV
**HOMO energy**: -8.544 eV

Positions of all 13 atoms, in Å:
S: -3.265 0.038 -0.049
N: -0.862 -1.087 -0.231
N: 2.492 0.168 0.006
N: 0.511 -1.171 0.058
N: -0.832 1.105 0.309
N: 0.426 1.128 -0.410
C: -1.612 0.008 0.012
C: 1.229 0.047 -0.101
H: 0.927 1.987 -0.237
H: -1.293 -1.901 -0.647
H: 2.953 -0.739 0.101
H: -1.326 1.974 0.200
H: 0.652 -1.556 0.988

---

[4]
C5H37NO13 | ωB97M-V/def2-TZVPD

**Lowest unoccupied orbital energy**: 0.256 eV
**HOMO energy**: -8.762 eV

Positions of all 56 atoms, in Å:
O: 1.354 3.116 2.720
O: 1.451 0.924 -3.557
O: -1.782 -3.916 -0.855
O: -3.495 0.756 -0.916
O: 2.687 0.781 2.946
O: 3.715 0.684 0.344
O: -3.069 -1.752 0.286
O: -0.902 -0.343 -3.798
O: -2.720 -1.827 -2.424
O: 0.577 3.684 0.196
O: 2.388 2.278 -1.409
O: -1.946 2.908 -0.325
O: 1.286 -1.242 4.103
N: -0.947 -1.221 1.610
C: -0.013 -1.392 0.519
C: 1.657 -2.826 -0.674
C: -0.054 -0.341 -0.525
C: -0.998 0.127 2.196
C: 0.748 -2.489 0.469
H: 1.978 0.184 -3.889
H: -2.317 -2.709 -2.377
H: 1.225 -2.586 -1.637
H: 0.531 0.510 -0.192
H: -3.678 0.496 -1.830
H: -2.390 2.059 -0.559
H: 2.004 -3.859 -0.648
H: 2.562 -2.248 -0.552
H: 1.605 -1.210 5.016
H: 0.975 3.290 1.817
H: -0.737 -1.892 2.351
H: -0.881 -3.843 -0.533
H: 4.561 1.136 0.369
H: -3.869 -1.909 0.787
H: 2.905 2.941 -1.881
H: -1.059 0.029 -0.731
H: -1.489 -0.908 -3.235
H: 1.963 1.795 -2.172
H: -1.491 -0.041 -4.499
H: -0.334 3.372 -0.036
H: 1.950 3.844 2.941
H: 0.754 -3.181 1.300
H: 1.813 -0.544 3.631
H: -2.280 -3.241 -0.344
H: 2.959 0.618 2.009
H: -2.243 -1.501 0.915
H: 0.377 -0.643 -1.479
H: -2.903 -1.615 -1.486
H: -1.799 0.177 2.954
H: -3.338 -0.094 -0.423
H: 0.535 0.545 -3.555
H: 1.154 3.182 -0.429
H: 3.161 1.225 -0.265
H: -1.251 0.864 1.440
H: -0.101 0.398 2.730
H: -2.519 3.658 -0.497
H: 2.183 1.630 2.870

---

[5]
C5H7N6S2 | ωB97M-V/def2-TZVPD

**Multiplicity**: 3
**Net charge**: +1
**Lowest unoccupied orbital energy (spin up / spin down)**: -4.488 / -6.192 eV
**HOMO energy (spin up / spin down)**: -9.725 / -12.545 eV
**⟨S²⟩**: 2.018

Positions of all 20 atoms, in Å:
S: -3.898 -0.747 0.497
S: 0.046 -2.209 -0.057
N: 0.120 1.046 0.387
N: 2.162 -0.007 0.462
N: -2.225 -1.163 0.070
N: -1.988 2.037 -0.038
N: -1.862 -0.973 -1.171
N: -3.247 1.883 -0.147
C: 1.396 1.035 -0.213
C: -0.722 -1.463 -1.404
C: -1.377 -1.854 0.835
C: -0.973 1.421 0.194
C: -4.085 0.901 -0.176
H: -0.345 -1.552 -2.335
H: 3.142 0.082 0.206
H: 1.978 2.044 -0.081
H: 2.051 0.235 1.469
H: -1.474 -1.933 1.857
H: -5.132 1.225 -0.296
H: 1.233 0.627 -1.222

---

[6]
C37H45F5N3OP3S3Sn | ωB97M-V/def2-TZVPD

**Net charge**: +2
**Lowest unoccupied orbital energy**: -4.718 eV
**HOMO energy**: -11.720 eV

Positions of all 98 atoms, in Å:
Sn: 0.827 0.589 0.667
S: -3.411 0.974 -4.925
S: 2.050 0.239 2.888
S: -0.688 0.117 -2.751
P: -1.992 -1.383 -2.180
P: -1.978 1.633 -3.811
P: 1.360 -1.866 -1.195
F: 3.249 -2.469 3.075
F: 6.966 1.315 1.979
F: 4.392 2.031 2.224
F: 7.704 -1.267 2.314
F: 5.832 -3.152 2.878
O: 0.675 2.920 1.032
N: -1.504 -1.129 3.259
N: -1.671 -2.043 5.591
N: 1.865 4.813 0.842
C: -0.624 -2.819 4.843
C: -1.358 -2.647 -1.030
C: 4.722 0.748 2.374
C: -0.514 -2.196 3.427
C: 4.153 -1.510 2.815
C: -2.397 -3.497 -0.626
C: 2.821 -2.669 -0.442
C: -0.029 -2.945 -0.679
C: -0.644 2.504 -4.662
C: 6.435 -0.924 2.426
C: -3.860 3.048 -2.358
C: -3.300 4.743 -0.750
C: -3.004 -2.183 4.918
C: -2.138 -4.627 0.130
C: 1.575 2.793 -5.527
C: -1.552 3.427 -1.741
C: 3.735 -0.192 2.646
C: 6.052 0.394 2.255
C: -1.276 -0.595 5.664
C: 0.643 2.014 -4.855
C: -2.842 -1.674 3.460
C: 1.221 4.046 -6.004
C: -4.253 4.047 -1.479
C: -3.383 -0.591 -1.348
C: -0.072 4.525 -5.830
C: -2.508 2.746 -2.492
C: -1.250 -0.051 4.213
C: 1.548 -2.414 -2.946
C: -0.832 -4.921 0.487
C: -1.952 4.425 -0.871
C: 2.594 1.422 -0.439
C: 2.421 2.935 -0.617
C: 0.201 -4.086 0.091
C: -2.476 -2.375 -3.604
C: -1.010 3.757 -5.161
C: 1.606 3.549 0.493
C: 5.478 -1.883 2.711
H: 1.953 4.654 -6.522
H: 1.857 3.137 -1.536
H: -2.819 -1.750 -4.421
H: -3.724 -1.598 5.487
H: 2.577 2.415 -5.686
H: 2.731 0.949 -1.411
H: -0.296 -0.542 6.133
H: -4.115 -1.316 -0.998
H: 3.499 1.232 0.136
H: -0.928 -3.864 4.826
H: -3.416 -3.300 -0.934
H: 2.643 5.319 0.457
H: -0.615 -5.812 1.064
H: -1.995 -0.076 6.295
H: -4.595 2.526 -2.958
H: -3.870 0.084 -2.046
H: 2.752 -2.631 0.647
H: -1.213 4.968 -0.299
H: 3.692 -2.082 -0.742
H: -2.024 4.117 -5.035
H: 1.495 -3.500 -3.030
H: -2.974 -0.027 -0.508
H: -3.298 -3.230 4.962
H: -3.607 5.546 -0.091
H: -2.988 -2.490 2.753
H: 1.211 -4.342 0.385
H: 1.359 5.218 1.613
H: 2.529 -2.081 -3.288
H: -0.503 3.175 -1.849
H: -2.953 -5.282 0.415
H: 0.482 -1.773 3.277
H: 0.312 -2.736 5.393
H: -0.271 0.377 4.000
H: 2.958 -3.695 -0.783
H: 0.792 -1.956 -3.583
H: -0.352 5.496 -6.217
H: 0.919 1.028 -4.501
H: -3.274 -3.055 -3.302
H: -1.741 -2.411 6.536
H: 3.379 3.451 -0.704
H: -1.996 0.732 4.073
H: -1.610 -2.958 -3.918
H: -3.583 -0.905 3.247
H: -5.302 4.295 -1.380
H: -0.684 -2.951 2.662

---

Results for E_tot: -57974.97548, -11648.17386, -20439.25773, -33895.56549, -35894.61100, -125396.80468 (in eV, following the order of the records).